Arrangement A

An isolated ion of composition C4H10N3 and charge +1. Source: the OMol25 dataset; level of theory: the ωB97M-V functional and the def2-TZVPD basis.

ORCA input file:
```
! wB97M-V def2-TZVPD RIJCOSX def2/J DEFGRID3
* xyz 1 1
C 0.038 -0.165 1.114
C -0.126 1.228 0.697
C 0.099 1.256 -0.817
C 0.272 -0.487 -1.172
N 0.363 -1.006 0.190
N 0.068 -0.430 2.423
N -0.831 -1.037 -1.900
H -1.054 1.662 1.147
H 0.740 1.786 1.183
H -0.724 1.475 -1.489
H 1.015 1.651 -1.308
H 1.277 -0.910 -1.614
H 0.787 -1.930 0.371
H 0.117 0.287 3.146
H 0.123 -1.375 2.914
H -0.594 -1.525 -2.705
H -1.570 -0.480 -2.179
*
```

Summary:
SMILES: N[C@H]1CCC(=[NH2+])N1
LUMO energy (eV): -3.273

For each atom in turn, the Mulliken charge in e is: 0.382 -0.470 -0.787 0.016 -0.133 -0.407 -0.587 0.397 0.328 0.336 0.318 0.370 0.293 0.244 0.252 0.239 0.211

---

Arrangement B

An isolated ion of composition C4H10N3 and charge +1. Source: the OMol25 dataset; level of theory: the ωB97M-V functional and the def2-TZVPD basis.

ORCA input file:
```
! wB97M-V def2-TZVPD RIJCOSX def2/J DEFGRID3
* xyz 1 1
C -0.990 0.881 -0.941
C 0.851 0.308 1.011
C 0.861 -1.122 0.550
C -1.305 -0.248 0.282
N -0.284 0.483 -2.130
N -0.352 0.956 0.476
N -0.545 -1.418 0.333
H -1.741 1.624 -1.173
H 0.766 0.354 2.119
H 1.732 0.878 0.707
H 1.297 -1.478 -0.486
H 1.176 -1.833 1.344
H -2.174 -0.224 0.878
H -0.377 1.130 -2.881
H -0.689 1.652 1.093
H 0.551 -0.091 -1.921
H -0.960 -2.085 1.132
*
```

Summary:
SMILES: N[C@H]1[C@H]2NCC[N@H+]21
LUMO energy (eV): -3.222

For each atom in turn, the Mulliken charge in e is: -0.082 -0.337 -0.629 -0.248 -0.401 -0.052 -0.348 0.390 0.328 0.316 0.196 0.369 0.376 0.251 0.314 0.194 0.364

---

Arrangement C

An isolated ion of composition C4H10N3 and charge +1. Source: the OMol25 dataset; level of theory: the ωB97M-V functional and the def2-TZVPD basis.

ORCA input file:
```
! wB97M-V def2-TZVPD RIJCOSX def2/J DEFGRID3
* xyz 1 1
C 2.558 0.140 1.303
C -0.876 -1.757 -0.706
C 0.328 -0.420 0.868
C -0.516 0.722 -1.250
N 1.538 0.302 0.592
N -1.310 1.650 -0.664
N -0.364 -0.653 -0.384
H 3.436 0.721 1.069
H 2.616 -0.542 2.155
H -1.424 -1.871 -1.632
H -0.786 -2.629 -0.068
H 0.475 -1.362 1.416
H -0.319 0.244 1.462
H -0.896 0.343 -2.199
H 0.530 1.027 -1.317
H -2.309 1.611 -0.750
H -0.922 2.335 -0.040
*
```

Summary:
SMILES: C=NC[N+](=C)CN
LUMO energy (eV): -4.273

For each atom in turn, the Mulliken charge in e is: -0.262 -0.005 -0.705 -0.497 -0.311 -0.355 0.155 0.271 0.226 0.226 0.245 0.463 0.366 0.353 0.390 0.200 0.241

---

Arrangement D

An isolated ion of composition C4H10N3 and charge +1. Source: the OMol25 dataset; level of theory: the ωB97M-V functional and the def2-TZVPD basis.

ORCA input file:
```
! wB97M-V def2-TZVPD RIJCOSX def2/J DEFGRID3
* xyz 1 1
C 0.646 2.651 -1.267
C -0.223 -1.178 -1.442
C -0.263 0.872 -0.079
C -0.560 -1.383 0.994
N 0.077 1.504 -1.319
N 0.464 -0.981 1.847
N -0.324 -0.627 -0.302
H 0.838 3.017 -2.218
H 0.918 3.044 -0.356
H -0.404 -2.179 -1.628
H 0.031 -0.497 -2.188
H 0.384 0.862 0.812
H -1.168 1.131 0.344
H -0.458 -2.513 0.742
H -1.465 -1.228 1.484
H 1.276 -1.557 1.737
H 0.231 -0.937 2.839
*
```

Summary:
SMILES: C=NC[N+](=C)CN
LUMO energy (eV): -4.287

For each atom in turn, the Mulliken charge in e is: -0.317 -0.127 -0.610 -0.420 -0.436 -0.514 0.096 0.287 0.293 0.278 0.352 0.593 0.446 0.267 0.388 0.195 0.229

---

Quick ranking, most stable first: arrangement A, arrangement C, arrangement D, arrangement B.

---

Arrangement A

An isolated ion of composition C6H6N and charge +1. Source: the OMol25 dataset; level of theory: the ωB97M-V functional and the def2-TZVPD basis.

ORCA input file:
```
! wB97M-V def2-TZVPD RIJCOSX def2/J DEFGRID3
* xyz 1 3
C 1.962 0.311 -0.048
C 1.253 1.392 -0.009
C -0.757 0.220 0.050
C -2.156 0.338 -0.025
C 2.037 -1.045 -0.132
C -0.080 1.560 0.074
N -0.121 -0.889 0.314
H -2.872 -0.518 -0.105
H -2.627 1.346 -0.035
H 2.615 -1.660 -0.846
H 2.079 -1.738 0.785
H -0.634 2.445 -0.108
H -0.699 -1.762 0.085
*
```

Summary:
LUMO energy (spin up / spin down) (eV): -6.315 / -7.486

For each atom in turn, the Mulliken charge in e is: 0.246 0.032 1.255 -0.979 -0.382 -0.501 -0.484 0.285 0.255 0.342 0.265 0.375 0.291

---

Arrangement B

C6H6N as an isolated structure. Source: the OMol25 dataset; level of theory: the ωB97M-V functional and the def2-TZVPD basis.

ORCA input file:
```
! wB97M-V def2-TZVPD RIJCOSX def2/J DEFGRID3
* xyz 1 3
C 2.880 -0.099 0.607
C 2.724 -0.416 -0.791
C -1.355 -0.902 0.386
C -1.952 0.181 -0.583
C 0.471 0.810 -0.130
C 1.693 0.216 0.078
N -0.670 0.258 0.083
H 3.455 -0.164 1.523
H -1.814 -1.009 1.410
H -1.056 -1.881 0.021
H -2.107 0.236 -1.648
H -2.816 0.733 -0.286
H 0.547 2.036 -0.669
*
```

Summary:
LUMO energy (spin up / spin down) (eV): -5.117 / -6.983

For each atom in turn, the Mulliken charge in e is: -0.118 -0.302 -0.300 -0.508 0.236 0.113 0.133 0.369 0.254 0.279 0.282 0.265 0.298

---

Quick ranking, most stable first: arrangement A, arrangement B.

---

Arrangement A

C3H12N3O as an isolated structure. Source: the OMol25 dataset; level of theory: the ωB97M-V functional and the def2-TZVPD basis.

ORCA input file:
```
! wB97M-V def2-TZVPD RIJCOSX def2/J DEFGRID3
* xyz 1 1
C -1.428 0.003 1.309
C -1.151 -0.830 0.074
N 0.063 -0.359 -0.430
C 1.291 -0.629 0.220
N 2.285 0.185 -0.193
N 1.473 -1.507 1.118
H -0.775 -0.179 2.165
H -1.581 1.066 1.125
H -2.609 -0.357 1.766
H -1.948 -0.685 -0.655
H -1.140 -1.904 0.290
H 0.095 0.348 -1.152
H 3.163 0.049 0.262
H 2.141 0.930 -0.856
H 0.795 -2.250 1.151
H -3.348 -0.582 1.889
H 0.766 2.917 -2.331
H 1.004 1.813 -3.349
O 0.905 1.969 -2.404
*
```

Summary:
LUMO energy (eV): -7.086

For each atom in turn, the Mulliken charge in e is: -0.168 -0.790 -0.082 0.599 -0.325 -0.714 0.425 0.401 -0.598 0.449 0.345 0.214 0.243 0.169 0.238 0.632 0.302 0.306 -0.645

---

Arrangement B

A 2-piece molecular cluster, C3H12N3O overall. Source: the OMol25 dataset; level of theory: the ωB97M-V functional and the def2-TZVPD basis.

ORCA input file:
```
! wB97M-V def2-TZVPD RIJCOSX def2/J DEFGRID3
* xyz 1 1
N 1.709 0.011 -2.120
C 0.441 -0.422 -2.408
N -0.510 -0.216 -1.566
H 1.750 0.886 -1.634
H 2.381 -0.013 -2.874
H 0.320 -0.935 -3.358
H -1.386 -0.543 -1.964
H -0.260 0.504 0.046
C -1.971 1.076 1.073
N -0.530 0.686 1.048
C -0.193 -0.514 1.880
O 1.183 -0.718 1.847
H -2.532 0.265 0.624
H -2.095 1.989 0.501
H -2.248 1.253 2.107
H 0.073 1.436 1.391
H -0.527 -0.248 2.881
H -0.715 -1.406 1.534
H 1.491 -0.758 0.938
*
```

Summary:
LUMO energy (eV): -2.787

For each atom in turn, the Mulliken charge in e is: -0.428 -0.077 -0.578 0.227 0.266 0.374 0.174 0.242 -0.856 0.039 -0.346 -0.505 0.336 0.337 0.373 0.377 0.411 0.318 0.316

---

Quick ranking, most stable first: arrangement B, arrangement A.

---

Arrangement A

A 2-piece molecular cluster, C7H14N2 overall. Source: the OMol25 dataset; level of theory: the ωB97M-V functional and the def2-TZVPD basis.

ORCA input file:
```
! wB97M-V def2-TZVPD RIJCOSX def2/J DEFGRID3
* xyz 0 1
C 2.187 2.889 0.402
C 1.106 2.174 1.244
H 3.035 2.383 0.621
H 1.735 2.882 -0.590
H 2.383 3.851 0.841
H 0.157 2.689 1.074
H 1.410 1.742 2.306
H 1.032 1.239 0.575
C -1.496 -1.074 0.735
C -0.661 -1.839 1.714
C -1.204 -1.293 -0.694
C -0.004 -1.411 -1.291
C -1.656 -1.117 -2.814
N -2.189 -0.959 -1.655
N -0.163 -0.887 -2.591
H -2.521 -1.059 1.151
H -1.337 -0.029 1.033
H -1.216 -2.523 2.399
H 1.011 -1.650 -0.979
H -2.046 -0.988 -3.836
H 0.405 -1.078 -3.394
H -0.091 -1.308 2.424
H 0.126 -2.632 1.326
*
```

Summary:
SMILES: CCc1c[nH]cn1.CC
LUMO energy (eV): 0.875

For each atom in turn, the Mulliken charge in e is: -1.016 -0.489 0.310 0.315 0.299 0.292 0.284 0.007 -0.007 -1.204 0.180 -0.452 -0.115 -0.539 -0.261 0.377 0.085 0.312 0.420 0.344 0.242 0.323 0.294

---

Arrangement B

A 2-piece molecular cluster, C7H14N2 overall. Source: the OMol25 dataset; level of theory: the ωB97M-V functional and the def2-TZVPD basis.

ORCA input file:
```
! wB97M-V def2-TZVPD RIJCOSX def2/J DEFGRID3
* xyz 0 1
C 1.166 -2.014 -0.169
C -1.329 -1.841 0.072
N -0.102 -1.454 -0.589
C -0.200 -0.984 -1.960
C -0.272 -0.607 -3.096
H 1.036 -2.833 0.545
H 1.741 -2.399 -1.017
H -1.811 -0.956 0.501
H -1.150 -2.548 0.889
H -2.030 -2.308 -0.627
H 1.769 -1.242 0.318
H -0.326 -0.272 -4.105
C -0.743 2.576 0.053
C 0.311 1.099 1.904
C 0.420 1.774 0.563
N 1.517 1.736 -0.124
H 2.213 1.147 0.344
H -0.813 2.484 -1.034
H -1.677 2.225 0.498
H -0.677 1.257 2.341
H 0.478 0.026 1.799
H 1.069 1.509 2.577
H -0.591 3.626 0.317
*
```

Summary:
SMILES: C#CN(C)C.CC(C)=N
LUMO energy (eV): 0.853

For each atom in turn, the Mulliken charge in e is: -0.917 -0.914 0.195 -0.532 -0.071 0.304 0.347 0.243 0.315 0.347 0.224 0.461 -1.160 -1.275 0.966 -0.688 0.263 0.294 0.327 0.310 0.247 0.391 0.323

---

Arrangement C

A 2-piece molecular cluster, C7H14N2 overall. Source: the OMol25 dataset; level of theory: the ωB97M-V functional and the def2-TZVPD basis.

ORCA input file:
```
! wB97M-V def2-TZVPD RIJCOSX def2/J DEFGRID3
* xyz 0 1
C -1.618 -2.481 0.792
C -0.179 -2.031 1.062
C -1.991 -2.414 -0.673
H -1.628 -3.531 1.115
H -2.334 -1.875 1.330
H -0.035 -2.161 2.134
H -1.264 -2.785 -1.414
H 0.036 -1.018 0.717
H 0.503 -2.644 0.467
H -2.918 -2.889 -1.014
H -2.185 -1.339 -0.841
C 2.599 2.934 -1.162
C -0.509 1.367 -0.524
C 1.461 2.254 -0.504
C 1.111 2.040 0.790
N 0.439 1.823 -1.333
N -0.139 1.464 0.780
H -1.389 0.870 -0.876
H -0.549 0.886 1.499
H 1.598 2.318 1.705
H 3.358 2.276 -1.615
H 3.367 3.338 -0.489
H 2.265 3.598 -1.947
*
```

Summary:
SMILES: Cc1c[nH]cn1.CCC
LUMO energy (eV): 0.871

For each atom in turn, the Mulliken charge in e is: -0.153 -0.988 -0.897 0.286 0.274 0.287 0.292 0.127 0.362 0.322 0.053 -1.095 -0.215 0.808 -0.725 -0.592 -0.088 0.410 0.314 0.372 0.260 0.313 0.272

---

Arrangement D

C7H14N2 in the gas phase. Source: the OMol25 dataset; level of theory: the ωB97M-V functional and the def2-TZVPD basis.

ORCA input file:
```
! wB97M-V def2-TZVPD RIJCOSX def2/J DEFGRID3
* xyz 0 1
C -2.212 -0.914 -0.330
C -0.979 -0.105 -0.636
C -1.038 1.388 -0.019
C 1.109 0.818 -0.309
C 2.403 -0.011 -0.173
C 0.395 -0.481 -0.049
C 0.232 -0.883 1.389
H -3.138 -0.432 -0.623
H -2.274 -1.057 0.771
H -2.165 -1.954 -0.710
H -0.866 -0.042 -1.679
H -1.779 1.405 0.819
H -1.424 2.081 -0.795
H 0.497 2.728 0.159
H 1.023 0.991 -1.402
H 3.227 0.245 -0.828
H 2.774 -0.093 0.886
H 1.636 -1.173 -1.628
H -0.309 -0.144 1.999
H -0.333 -1.846 1.436
H 1.222 -1.075 1.867
N 0.363 1.782 0.439
N 1.637 -1.225 -0.584
*
```

Summary:
SMILES: C[C@H]1CN[C@H]2CN[C@@]21C
LUMO energy (eV): 0.966

For each atom in turn, the Mulliken charge in e is: -1.724 0.069 -0.794 0.309 -0.751 0.839 -1.618 0.407 0.370 0.349 0.407 0.352 0.343 0.310 0.304 0.363 0.244 0.364 0.328 0.362 0.279 -0.550 -0.562

---

Quick ranking, most stable first: arrangement C, arrangement D, arrangement A, arrangement B.

---

Arrangement A

C7H14N2 in the gas phase. Source: the OMol25 dataset; level of theory: the ωB97M-V functional and the def2-TZVPD basis.

ORCA input file:
```
! wB97M-V def2-TZVPD RIJCOSX def2/J DEFGRID3
* xyz 0 1
C 1.753 -0.544 -0.982
C -1.037 1.522 -1.170
C -0.467 1.387 1.284
C -1.092 -0.734 -0.001
C 1.148 -0.842 0.372
C -0.700 0.630 -0.001
N -2.205 -1.233 -0.655
N 2.088 -0.894 1.381
C -0.086 -1.520 0.551
H -2.892 -0.564 -0.963
H -2.174 -2.182 -0.997
H 2.957 -0.398 1.248
H 1.743 -0.916 2.329
H -0.218 -2.404 1.168
H 2.575 -1.241 -1.189
H 2.161 0.472 -1.019
H 1.018 -0.643 -1.778
H -1.929 2.137 -0.994
H -0.209 2.217 -1.354
H 0.433 2.011 1.226
H -1.307 2.063 1.495
H -0.362 0.721 2.141
H -1.199 0.956 -2.091
*
```

Summary:
SMILES: CC(C)=C(N)/C=C(\C)N
LUMO energy (eV): 0.974

For each atom in turn, the Mulliken charge in e is: -1.503 -1.692 -1.457 0.234 0.772 1.055 -0.478 -0.499 -0.977 0.209 0.195 0.224 0.255 0.398 0.450 0.346 0.298 0.406 0.356 0.275 0.413 0.326 0.395

---

Arrangement B

C7H14N2 in the gas phase. Source: the OMol25 dataset; level of theory: the ωB97M-V functional and the def2-TZVPD basis.

ORCA input file:
```
! wB97M-V def2-TZVPD RIJCOSX def2/J DEFGRID3
* xyz 0 1
C 1.840 -0.478 -1.125
C -0.555 1.308 -1.157
C -0.530 1.249 1.340
C -1.126 -0.872 0.050
C 0.956 -0.567 0.113
C -0.363 0.426 0.069
N -2.488 -1.061 0.013
N 1.810 -0.538 1.270
C -0.058 -1.679 0.123
H -3.020 -0.303 -0.386
H -2.792 -1.973 -0.293
H 2.311 0.339 1.346
H 1.295 -0.708 2.124
H 0.075 -2.742 0.199
H 2.627 -1.224 -1.041
H 2.305 0.503 -1.199
H 1.268 -0.671 -2.028
H -1.507 1.837 -1.099
H 0.235 2.054 -1.219
H 0.252 2.005 1.414
H -1.493 1.760 1.333
H -0.493 0.617 2.224
H -0.550 0.720 -2.072
*
```

Summary:
SMILES: CC1(C)C(N)=C[C@]1(C)N
LUMO energy (eV): 0.860

For each atom in turn, the Mulliken charge in e is: -1.773 -1.872 -1.795 0.147 1.291 1.557 -0.535 -0.652 -1.419 0.226 0.256 0.247 0.303 0.430 0.435 0.382 0.359 0.474 0.371 0.376 0.421 0.400 0.371

---

Quick ranking, most stable first: arrangement B, arrangement A.